This record from OMol25 describes an isolated molecule of C3H6N2S3. The level of theory is ωB97M-V with the def2-TZVPD basis set.

XYZ file:
```
14
Properties=species:S:1:pos:R:3:forces:R:3
C 0.736655 -1.189912 -0.243505 0.39 0.49 -0.26
C -0.601777 -0.708941 -0.664847 -0.16 0.24 1.14
C 0.664792 0.913841 0.483371 -1.44 2.78 1.03
N -0.781724 0.628354 0.004733 3.34 -1.17 0.52
N 1.425562 -0.309982 0.439792 -1.54 -2.38 -0.55
S 2.917068 -0.509322 1.157649 0.55 0.15 0.29
S 1.532799 2.051493 -0.662060 0.07 1.12 1.72
S -1.828907 0.426825 1.384177 0.74 0.04 0.31
H 1.151637 -2.113280 -0.630084 0.23 0.04 0.56
H -0.718256 -0.693761 -1.720021 0.18 0.54 -1.26
H -1.400471 -1.379175 -0.354129 0.00 -0.16 0.30
H 0.650892 1.434026 1.531426 0.15 -1.25 -1.94
H 1.145582 1.353390 -1.658855 -0.49 -0.92 -1.73
H -2.701988 0.807104 0.519341 -2.01 0.47 -0.15
```
Forces are in eV/Å.

HOMO-LUMO gap (alpha / beta), eV: 7.8 / 7.8
SMILES: [S-][N+]1=CCN(S)[C@@H]1S
Highest occupied orbital energy (alpha / beta), eV: -7.948 / -7.947

This record from OMol25 describes a 2-piece molecular cluster, C3H6N2S4 overall. The level of theory is ωB97M-V with the def2-TZVPD basis set.

XYZ file:
```
15
Properties=species:S:1:pos:R:3:forces:R:3
C -0.059685 0.569341 -2.090344 -0.90 -2.65 0.67
C 0.270155 1.616954 -2.550967 0.28 2.66 -0.70
C -0.959258 -0.013119 0.504619 -2.29 0.59 0.88
N 0.855710 -0.491192 1.832497 0.98 1.02 0.59
N 0.059993 -0.702393 0.877223 1.71 -2.22 -0.01
S -1.444762 1.567167 1.209149 1.30 0.45 -0.72
S -2.380598 -0.974561 -0.000149 0.77 -0.10 0.38
S 2.548922 -0.974929 1.636425 -0.92 0.17 -0.33
S 0.053578 -2.559503 0.128339 0.47 0.49 -0.04
H -0.426659 -0.426319 -1.694615 0.96 1.87 -1.08
H 0.457361 2.661469 -2.906359 -0.13 -1.84 0.51
H -0.453586 2.429832 0.700029 -0.80 -1.20 0.42
H -2.929059 0.064670 -0.579993 -0.46 0.60 -0.54
H 3.030158 -0.060875 2.489836 -0.27 -0.02 0.05
H 1.377735 -2.706547 0.444317 -0.70 0.19 -0.07
```
Forces are in eV/Å.

HOMO-LUMO gap (alpha / beta), eV: 7.0 / 7.0
Highest occupied orbital energy (alpha / beta), eV: -7.778 / -7.778

This record from OMol25 describes an isolated ion of composition C3H6N3 and charge +1. The level of theory is ωB97M-V with the def2-TZVPD basis set.

XYZ file:
```
12
Properties=species:S:1:pos:R:3:forces:R:3
C -0.076445 0.580892 1.890853 -0.64 -0.77 -2.64
C 1.130879 -0.122641 1.373819 -1.43 -0.04 -1.23
C -1.113875 0.292056 -1.459211 0.08 0.28 -1.72
N -1.010838 0.354356 0.935552 -2.24 2.33 2.60
N 0.724138 -0.474371 -0.019764 1.88 -0.23 0.94
N -0.565142 -0.010463 -0.192698 4.19 -1.90 1.29
H 2.033489 0.449114 1.278955 0.58 0.33 0.54
H 1.187046 -0.964794 2.045862 0.69 -0.85 0.18
H -0.468740 -0.165879 -2.215665 -0.06 0.29 0.14
H -2.072699 -0.170849 -1.548143 -0.83 -0.01 0.10
H -1.159585 1.393032 -1.592456 -0.03 -0.69 0.13
H 1.391770 -1.160452 -0.497104 -2.20 1.26 -0.32
```
Forces are in eV/Å.

HOMO-LUMO gap (alpha / beta), eV: 8.6 / 6.8
Total charge: +1
SMILES: CN1[N+]#CCN1
Highest occupied orbital energy (alpha / beta), eV: -15.420 / -13.989

Electronic energy values (in eV) by entry order: -38691.263, -49522.561, -7665.112.
Energy relative to the best compared isomer or geometry (same formula, charge and spin) values (in kJ/mol) by entry order: 317.2, 437.2, 604.4.